No. 1
Computed, not measured: a single C15H22FNO3 molecule, with ωB97M-V/def2-TZVPD.

Geometry (Å):
H: 0.3280 0.1475 -0.4225
H: -5.9118 0.9071 -1.8334
H: -1.5798 1.4035 -1.2521
H: 1.0367 0.6346 2.5128
C: -3.7358 -0.1553 0.5193
H: -3.0243 2.4127 1.1181
C: 0.7617 -0.0377 1.6965
C: 5.3652 -1.2100 -0.9026
C: 0.3278 0.7879 0.4733
H: 5.5770 0.3341 0.6445
H: -2.9723 3.6142 -0.1954
O: -3.9469 1.9629 -0.6858
O: -0.9699 1.2836 0.7214
H: -0.1130 -0.6126 2.0159
N: 1.8385 -0.9767 1.4951
F: -5.8313 -3.0938 0.2204
H: 3.3247 0.3561 2.0701
H: 6.2658 -1.2025 -1.5116
H: -2.8636 0.1613 1.0674
H: -3.7766 -2.0930 1.4410
H: -6.8179 -1.3842 -1.4624
C: -1.4988 2.0290 -0.3499
C: -4.2392 -1.4287 0.7282
C: 3.1764 -0.4487 1.3465
C: -2.8919 2.5504 0.0387
H: 3.8795 -2.5317 -1.8487
H: 3.8610 -1.2673 1.5939
H: 5.4696 -1.9663 -0.1243
H: 1.0113 1.6305 0.2908
C: -5.3422 -1.8488 0.0129
H: -0.8284 2.8704 -0.5802
C: -5.4562 0.2391 -1.1203
C: 4.1084 -1.4697 -1.7301
C: 3.5301 0.0631 -0.0711
C: -5.9591 -1.0285 -0.9159
H: 3.0410 1.0281 -0.2483
H: 5.2823 0.9481 -0.9923
H: 1.6393 -1.5750 0.6980
C: 5.0459 0.1507 -0.2869
C: -4.3441 0.6878 -0.4043
O: 3.0337 -0.8569 -1.0396
H: 4.1991 -1.0152 -2.7270

Properties
2S+1 ... 1
Energy relative to the best compared isomer or geometry (same formula, charge and spin) ... 24.7 kcal/mol
SMILES ... Fc1ccc(OCCOCCNC[C@H]2CCCO2)cc1
HOMO-LUMO gap ... 0.336 hartree

---

No. 2
Computed, not measured: C39H72Br6Cl2N2O10 as an isolated structure, with ωB97M-V/def2-TZVPD.

Geometry (Å):
H: -5.6910 -3.5956 0.7626
H: -1.0433 -2.7791 -0.6575
H: -4.8895 0.2268 -0.1629
H: 0.8564 0.4870 0.5860
H: -3.5720 6.4114 1.8494
H: 0.0648 2.8564 -0.2677
H: -0.9988 -5.1838 -4.7814
Br: 1.1926 4.7817 1.2092
C: 4.2515 1.1868 -4.7757
H: 2.2011 3.1867 -0.9131
H: -2.0004 -3.7656 -5.5414
H: 4.4074 1.3742 -1.8478
H: -6.8763 3.9316 1.7868
H: 4.1729 0.4280 -5.5542
H: 1.7850 1.5783 -2.9723
H: 6.3523 6.7104 4.2489
C: -1.2576 -4.3891 -2.1434
H: -0.9048 0.5135 0.1480
H: 1.5453 -5.0368 -1.1304
C: 5.1589 -2.7335 2.2281
O: -3.8165 4.4434 1.0866
H: 1.3456 -4.6706 2.9305
C: -2.5064 0.3193 4.2248
C: -5.5915 5.6948 1.9107
H: -0.3856 1.1942 -3.6686
C: -0.4742 -3.5933 -1.1061
H: 1.6614 -3.5023 0.8035
H: 4.0521 0.2625 1.6134
H: 4.0030 2.9404 -2.2243
H: -5.0364 -3.8767 -0.8919
H: -3.1962 -0.5079 4.0580
O: -3.7716 -2.8171 0.4554
C: 1.7375 1.3135 -1.9160
C: -5.0735 -3.1957 -0.0417
Br: -0.3573 6.9680 -0.6951
C: -1.8900 2.2751 -1.2677
C: -1.1475 -5.0079 1.0104
H: 6.2680 -0.9682 1.7227
C: 1.0039 -5.5477 -0.3341
C: -4.9847 -0.7916 0.2137
H: -0.5435 -0.4128 4.9942
C: -1.1668 1.8190 2.9712
H: 1.6790 -5.9037 0.4441
H: -3.1329 1.2056 2.3269
O: -2.5111 -0.9373 0.7019
Br: 4.6087 8.4763 3.7710
C: -0.6943 0.7744 -2.7112
H: -2.6194 -5.0486 -4.4836
H: -6.1812 6.5865 1.6984
C: -2.6305 1.4338 3.2669
H: -1.5273 -5.2989 3.0163
H: -5.4633 5.4467 2.9644
H: 0.2418 -0.6982 -0.5078
H: 5.8721 2.9516 -0.8037
O: -4.9013 2.4576 0.6393
O: 2.4039 -1.0228 3.1217
H: 4.6870 -3.5844 1.7367
O: 4.1671 -2.3478 3.1502
H: 5.0424 2.2018 0.5323
Cl: 3.3696 2.6528 -5.0424
H: -4.2422 6.1853 0.2243
C: -4.9645 3.6760 0.8849
C: 3.9874 2.2605 -1.3725
C: -2.1622 1.1508 -2.3374
O: -0.6467 2.8198 2.5041
H: 3.9267 0.7818 -3.8173
C: 0.9648 6.7722 0.8508
Br: 2.6591 7.7098 0.4842
H: -2.8100 0.3302 -2.0289
C: 2.5967 2.1713 -0.9341
N: 0.0027 -4.4408 0.0954
C: 3.4821 -1.3286 2.5978
H: -2.3326 -2.9115 -3.1882
C: 5.4176 -1.5223 1.3254
H: 0.4671 -3.2240 -1.5132
H: -0.5986 -0.3102 -2.7632
H: 0.1010 -3.6514 3.3431
H: -2.5929 1.6374 -3.2124
C: -6.1965 4.5425 1.1929
H: -1.9749 -4.3028 1.0902
C: -0.6511 -5.3779 2.3729
C: 0.6434 -3.5790 1.1856
H: 4.5917 3.8168 0.1352
Br: 4.5703 6.0315 5.7888
H: 0.5417 7.2487 1.7352
Br: 4.6015 5.4821 2.5886
H: -6.7632 4.7865 0.2944
H: -2.6011 0.6966 5.2431
H: 0.1364 -2.6153 1.1373
C: -1.7617 -4.4101 -4.6953
H: 1.8239 -3.0146 -3.9781
C: -5.6545 -1.8286 -0.5876
O: -0.4091 0.7952 3.3672
H: -0.6798 -2.7916 -3.5948
C: -1.4699 -3.5270 -3.4429
H: 6.0196 -3.1208 2.7732
C: 3.3723 -2.2683 -2.5987
C: 0.4153 -4.2849 2.5136
C: 4.1196 -0.7954 1.3597
H: 2.6228 1.8249 0.0991
H: 1.3478 -1.7949 -3.1159
C: 5.2728 6.6657 4.1045
H: 5.7551 -1.8112 0.3300
H: 0.5085 -6.4127 -0.7752
H: -5.4470 -1.9834 -1.6464
H: -1.6024 -5.7983 0.4134
C: -1.0991 -0.2295 4.0745
H: -2.2046 -4.6554 -1.6739
N: 0.2568 1.1549 -1.5599
H: -0.7644 -5.2948 -2.4961
H: -2.4581 3.2010 -1.3582
H: 0.0591 3.2231 -1.9572
H: -6.7418 -1.8013 -0.5153
C: 4.9012 2.8734 -0.3146
O: 3.0167 -2.8541 -1.3271
H: -1.2164 -1.1567 3.5135
H: -5.6047 -0.6538 1.0996
C: 2.2159 -2.0276 -3.7327
C: 0.1139 0.3390 -0.1982
Cl: 5.9500 1.4084 -4.3727
H: 3.4516 -1.2183 0.6093
H: -3.1250 2.3225 3.6588
O: 2.3469 -1.1878 -4.7657
H: -0.2539 -6.3930 2.3771
C: -3.6240 -1.4647 0.5245
C: -4.2149 5.7802 1.2358
H: 3.8519 -1.3018 -2.4440
H: 4.0501 -2.9497 -3.1129
H: 2.1017 0.2874 -1.8662
C: -0.3254 2.5124 -1.2256
H: -2.3649 1.9332 -0.3481

Properties
2S+1 ... 1
HOMO-LUMO gap ... 0.134 hartree

---

No. 3
Computed, not measured: C17H30HfN4OP2 as an isolated structure, with ωB97M-V/def2-TZVPD.

Geometry (Å):
N: 0.1977 1.2713 1.8222
H: -0.6907 -4.3244 0.5824
H: 3.1354 1.0282 -2.1564
C: 0.2834 1.6481 2.9490
C: 0.0002 1.9882 -5.0189
C: -0.0596 1.6206 -2.5897
P: -2.6970 0.0749 0.2671
H: -0.0023 4.9793 -3.3604
H: -4.5289 1.5620 -0.3840
H: 4.4146 -1.7825 -0.9454
H: 2.9008 -2.6275 -0.4962
H: 1.3217 -2.5499 2.0039
C: 3.3176 -1.7342 -0.9787
C: 0.2567 -2.7936 1.8048
C: -3.4461 1.5178 -0.5634
H: 4.6985 -0.3618 1.2532
H: -2.9708 2.4337 -0.1907
H: 3.0919 2.0765 -0.7307
H: -0.0581 3.4404 -1.3971
H: -0.0309 0.0409 -4.0650
C: -3.6130 -1.3341 -0.4549
C: 3.4493 1.1107 -1.1084
Hf: 0.0054 -0.0329 0.2229
H: -1.5809 -2.8116 2.9574
C: -0.0327 1.1247 -3.9392
H: -0.1129 -3.2438 3.8739
N: 0.4358 2.1319 4.1035
H: -2.9963 1.0469 2.4727
C: 3.6226 -0.2302 1.4333
N: -0.1286 1.0636 6.2895
H: -3.2798 -2.2644 0.0224
C: -3.3681 0.1446 1.9697
H: 4.5463 1.0820 -1.0531
H: -3.3859 -1.3950 -1.5264
H: 0.0431 4.0558 -5.6715
C: 0.0117 3.3785 -4.8184
H: 0.1281 -4.9499 2.0394
H: -3.0216 -0.7304 2.5369
C: -0.0468 3.0527 -2.4187
H: -4.6961 -1.2136 -0.3150
H: -3.2493 1.4510 -1.6408
C: -0.5156 -2.5822 3.0971
C: -0.0121 3.9000 -3.5149
H: 1.0824 -4.4082 0.6564
N: -0.0782 0.7990 -1.5587
H: -0.4335 -1.5537 3.4766
H: 3.2604 -1.0424 2.0772
C: 0.1784 -4.2029 1.2412
P: 2.6789 -0.2356 -0.1380
H: 2.9890 -1.7254 -2.0253
H: -4.4670 0.1574 1.9493
C: 0.1184 1.5210 5.2377
O: -0.1355 -1.8703 0.7937
H: 3.4514 0.7191 1.9570
H: 0.0184 1.5799 -6.0306

Properties
2S+1 ... 1
HOMO-LUMO gap ... 0.246 hartree

---

No. 4
Computed, not measured: C11H20N2O3 as an isolated structure, with ωB97M-V/def2-TZVPD.

Geometry (Å):
O: 0.3770 -2.8255 2.4038
C: 1.0628 1.7490 -0.9624
H: -3.6267 -1.7307 -0.0269
H: -0.2709 1.2288 1.0890
H: -2.5530 -3.4742 -1.3655
N: 0.7789 2.7229 0.1030
H: -0.4082 -0.6351 2.4676
H: 4.0305 2.0314 0.0496
H: 1.0127 -1.8010 -0.5409
C: 2.1440 2.6578 0.8212
N: -0.1268 0.3093 0.6725
H: 2.9786 0.9649 -1.3277
H: 2.1547 3.4044 1.6645
H: -2.7364 -0.2264 1.8133
C: -2.3301 -0.6095 -1.1966
H: -1.3573 -0.8833 -1.7282
H: -2.5487 -1.9745 1.7791
H: 3.5103 3.7090 -0.4397
H: -3.1953 -0.7553 -1.9492
O: 1.0043 -0.6645 -0.9901
H: 2.1308 1.6477 1.3592
H: 0.8326 3.6964 -0.2435
C: -2.1978 -3.0136 -0.3949
C: -2.5652 -1.5804 -0.0650
H: -1.0788 -3.0725 -0.3694
H: 0.2932 2.0045 -1.6519
C: 2.4780 1.9272 -1.4737
O: 1.1453 -2.5876 0.2446
C: 0.6301 0.3451 -0.4681
C: -0.6218 -0.8273 1.4778
C: 0.3485 -2.2067 1.3888
H: 2.5227 2.2579 -2.5578
C: -2.2072 -1.0371 1.2770
C: 3.1592 2.6304 -0.2789
H: -2.5782 -3.8200 0.2866
H: -2.1918 0.4385 -0.8672

Properties
2S+1 ... 1
Energy relative to the best compared isomer or geometry (same formula, charge and spin) ... 83.5 kcal/mol
HOMO-LUMO gap ... 0.364 hartree

---

No. 5
Computed, not measured: a 2-piece molecular cluster, CH4NO overall, with ωB97M-V/def2-TZVPD.

Geometry (Å):
C: 0.4063 0.1931 -0.2345
H: 1.5832 -0.0037 1.1681
H: -0.1377 0.8108 0.4502
H: 0.0786 0.1048 -1.2660
O: -2.1648 -0.2039 -0.1485
H: -1.3408 -0.7116 -0.1311
N: 1.5753 -0.1895 0.1618

Properties
2S+1 ... 1
Total charge ... -1
Energy relative to the best compared isomer or geometry (same formula, charge and spin) ... 30.8 kcal/mol
HOMO-LUMO gap ... 0.260 hartree

---

No. 6
Computed, not measured: C6H11NO as an isolated structure, with ωB97M-V/def2-TZVPD.

Geometry (Å):
H: -2.1583 -0.1253 1.4938
H: 0.7802 1.5844 0.3137
H: 1.0319 0.3917 -1.0104
C: 3.4262 0.0496 -0.4781
O: 4.5816 -0.2265 -0.3048
C: 0.0133 -0.4288 0.7288
H: -1.0775 1.0248 -1.0443
N: -3.2795 0.8763 -0.6268
H: 0.4050 -0.3796 1.7715
C: 2.4209 0.3086 0.5059
C: 1.1201 0.5041 0.0749
H: 0.1637 -1.5581 0.4332
H: 2.9828 0.0468 -1.4621
H: -3.0267 -2.0131 -0.2088
H: 2.6472 0.5801 1.5166
H: -3.3130 1.4193 -1.3954
C: -1.4440 -0.0446 0.6564
C: -1.9660 0.6696 -0.4469
H: -3.3079 -2.6793 -0.5174

Properties
2S+1 ... 1
Energy relative to the best compared isomer or geometry (same formula, charge and spin) ... 183.2 kcal/mol
HOMO-LUMO gap ... 0.136 hartree

---

No. 7
Computed, not measured: a 2-piece molecular cluster, CH4N2O2 overall, with ωB97M-V/def2-TZVPD.

Geometry (Å):
C: -0.9498 0.2131 -0.1919
H: 1.3903 -0.3216 0.8975
O: 0.2056 -1.6036 -0.9434
H: 1.1680 0.6121 2.2958
H: -1.1701 -0.2293 0.6738
H: -1.3599 1.1761 -0.4674
O: -0.2528 -0.0059 -2.2893
N: -0.2268 -0.4636 -1.1830
N: 1.1955 0.6228 1.2079

Properties
2S+1 ... 1
Energy relative to the best compared isomer or geometry (same formula, charge and spin) ... 153.3 kcal/mol
HOMO-LUMO gap (spin up / spin down) ... 0.338 / 0.333 hartree

---

No. 8
Computed, not measured: a single C2H5B molecule, with ωB97M-V/def2-TZVPD.

Geometry (Å):
H: 1.4634 0.8294 1.0193
H: 0.8198 -0.7095 1.9341
B: -0.4441 0.2856 -1.2043
C: -0.5255 -0.5193 0.0353
C: 0.8022 0.0293 1.2594
H: -1.0940 -0.0809 -2.0413
H: 0.2939 1.1534 -1.4868
H: -1.3157 -0.9879 0.4842

Properties
2S+1 ... 1
Energy relative to the best compared isomer or geometry (same formula, charge and spin) ... 95.1 kcal/mol
SMILES ... BC=C
HOMO-LUMO gap (spin up / spin down) ... 0.343 / 0.295 hartree

---

No. 9
Computed, not measured: a single C9H13NS molecule, with ωB97M-V/def2-TZVPD.

Geometry (Å):
H: 0.8006 2.1570 1.5139
C: 1.6302 0.1397 1.3254
H: 1.1490 -0.1706 2.2668
H: -3.6341 -2.2095 0.5515
H: -1.5268 1.2470 -1.6066
C: -3.3262 -1.1655 0.2399
H: -2.0664 2.2998 -0.4865
C: 2.2752 -0.2359 -1.4314
C: 0.6109 0.4173 0.2401
H: 3.4589 -0.6100 1.7906
C: 3.2700 -0.4204 -0.3586
H: -3.8809 -0.5248 0.8794
H: 2.6227 -0.7503 -2.3786
N: -1.3341 1.7866 -0.8274
S: -1.2697 0.4812 0.4599
C: 0.9574 -0.0206 -1.1600
C: 1.3226 1.5244 0.9234
H: 2.0146 2.0856 0.2978
C: 2.8896 -0.3894 0.9544
H: -3.8874 -1.0708 -0.6482
H: -1.5458 -1.5270 -0.7639
C: -1.9622 -1.0234 0.0407
H: 4.2557 -0.5595 -0.5634
H: 0.2521 -0.0192 -1.9725

Properties
2S+1 ... 1
Energy relative to the best compared isomer or geometry (same formula, charge and spin) ... 117.3 kcal/mol
HOMO-LUMO gap ... 0.285 hartree

---

No. 10
Computed, not measured: C22H45AuN4O2P2 as an isolated structure, with ωB97M-V/def2-TZVPD.

Geometry (Å):
H: -1.8302 2.1374 1.3003
H: -0.8971 5.5560 -1.0705
Au: 0.4367 0.3021 -0.2088
H: 0.2467 1.2449 3.7404
C: 2.2879 -0.2070 0.3072
H: -0.0727 -2.2757 4.5974
H: -1.2466 3.3291 -1.0889
O: -2.5659 -0.5328 0.5276
H: 2.7077 2.5750 3.2819
C: 1.8553 0.3224 -3.1956
H: -4.0795 -2.0992 0.9260
H: 0.5341 -4.7694 -1.9037
N: 0.4933 0.2512 3.8202
C: 0.5287 3.8636 2.7394
C: 1.4703 3.3177 1.6576
C: -0.6950 5.1474 -0.0692
H: 1.1297 4.0847 3.6340
C: 0.9473 -3.3910 0.5315
H: -1.7217 -2.8884 -0.1764
H: 0.8190 -0.0053 4.7455
C: -2.0300 -0.8807 1.5885
H: 0.3268 5.4518 0.2058
C: -1.8350 -3.2940 -1.1898
H: -4.5408 -2.5495 2.5874
C: 1.4351 -3.0505 -0.8866
H: 1.7272 4.2856 -1.3188
H: -2.1266 -3.4951 3.7034
N: -0.9622 -0.1948 2.1016
H: 0.0358 4.7972 2.4436
P: 0.6351 2.6616 0.1367
H: 0.2360 3.2237 -2.9588
H: 1.7238 -3.9821 1.0413
C: 1.3735 -1.1407 -3.1472
N: 0.8415 1.2383 -2.6557
H: -0.2451 3.1392 3.0330
O: 3.4239 -0.3846 0.3349
H: 2.0989 0.6062 -4.2355
C: -3.7473 -2.6223 1.8268
H: -1.7263 -4.0248 -3.6025
H: -2.9718 3.1097 0.3613
C: -1.1448 -2.4199 -2.2470
H: 2.0765 4.1571 1.2698
C: 1.6559 3.1873 -1.3056
H: 1.9620 -4.0984 -2.7469
H: 2.2430 -1.8038 -3.2821
H: 0.7552 -2.4956 1.1364
H: -1.4850 -4.3377 -1.2105
C: 1.5172 -4.3024 -1.7643
H: -0.0641 -3.4866 -3.8868
H: 3.3322 2.1516 1.6665
H: 1.9117 2.8971 -3.4397
H: -2.1430 3.8506 1.7396
H: 2.4497 -2.6262 -0.8050
H: -1.3909 5.6424 0.6231
H: -0.8965 0.7244 -1.1389
P: 0.4493 -1.6749 -1.6409
N: -2.5047 -2.0043 2.2969
H: 2.7811 0.4459 -2.6127
H: 2.1640 -5.0355 -1.2629
C: 1.1542 2.6898 -2.6681
C: -1.0699 -3.1429 -3.6105
C: -0.9204 3.6191 -0.0752
H: -1.7698 -1.5186 -2.3793
C: -1.7552 -2.5564 3.2904
H: 0.0353 -4.0042 0.5068
H: -0.0665 1.0663 -3.0954
C: -2.0150 3.1479 0.9040
H: 1.9257 1.2903 2.3561
H: -3.5961 -3.6846 1.5883
H: -1.4323 -2.4745 -4.4011
C: 2.4197 2.2697 2.2633
H: -2.9141 -3.3107 -1.4035
H: 0.7116 -1.3160 -4.0101
C: -0.6665 -1.8919 3.7817
C: -0.4013 -0.6106 3.2296
H: 2.6711 2.7995 -1.1311

Properties
2S+1 ... 3
Total charge ... +2
Energy relative to the best compared isomer or geometry (same formula, charge and spin) ... 12.1 kcal/mol
HOMO-LUMO gap (spin up / spin down) ... 0.215 / 0.189 hartree
Expectation value of S² ... 2.02

---

No. 11
Computed, not measured: a single C8H16Si molecule, with ωB97M-V/def2-TZVPD.

Geometry (Å):
C: 0.9864 -1.4765 -1.3702
H: 1.3183 2.1268 -0.7489
H: -2.0662 2.2026 1.5393
C: 2.0278 1.4787 -0.2945
H: 1.4353 -2.3950 -1.1755
H: -3.3185 -1.4407 -1.5105
C: 2.4417 -1.0053 1.3539
H: -2.9591 2.4114 0.1133
C: -2.3988 -1.5520 -0.9189
H: 2.2325 -2.0445 1.5470
H: 2.8199 1.3881 -1.2358
C: -1.4197 0.8016 0.0657
H: -0.6428 0.3555 1.9555
H: -0.9385 1.3161 -0.7930
H: -3.2683 1.0496 1.2164
H: 0.0115 -1.5697 -1.5959
Si: 1.2237 -0.2111 0.0078
C: -2.4703 1.6550 0.7404
C: -2.1391 -0.3412 -0.5635
C: -0.3623 0.3360 0.8860
H: 3.5082 -0.8272 1.0415
H: 1.2914 -1.0665 -2.3234
H: 2.5443 1.7975 0.5261
H: 2.2104 -0.4981 2.2817
H: -2.0677 -2.4912 -0.7446

Properties
2S+1 ... 1
Energy relative to the best compared isomer or geometry (same formula, charge and spin) ... 129.1 kcal/mol
HOMO-LUMO gap (spin up / spin down) ... 0.285 / 0.316 hartree

---

No. 12
Computed, not measured: a single C16H18N2O4 molecule, with ωB97M-V/def2-TZVPD.

Geometry (Å):
C: -3.0910 1.1243 -0.1986
H: -3.5054 -2.0527 -1.3865
H: 3.9760 -1.4169 1.3588
C: 2.8779 1.7990 -1.0467
C: 0.9852 -2.0401 0.2230
H: 0.5476 2.3727 0.0624
C: -3.6271 1.4319 1.0701
C: -0.7239 1.3498 -1.1785
H: 3.7003 1.9009 -1.7606
C: 0.4921 -2.8419 -0.8042
H: -3.8077 -1.8965 0.3487
O: -0.9130 0.7931 -2.2443
C: 1.5493 2.0315 -1.7673
H: 2.4769 -1.2947 2.3023
C: 0.0967 -1.3574 1.0394
H: 1.3733 1.2689 -2.5320
H: 0.4415 -0.7049 1.8264
C: -1.2669 -1.5088 0.8433
C: -2.5887 1.9201 1.8058
H: 3.0022 2.5359 -0.2480
C: -3.2435 -2.4414 -0.4035
O: 2.3564 -2.0074 0.3439
C: 2.8163 0.3260 0.9073
H: -3.6008 0.7211 -1.0479
H: -3.5360 -3.4901 -0.3707
O: 2.6899 1.2262 1.7103
C: -1.7605 1.4483 -0.1398
C: 2.9150 -1.1498 1.3091
H: -1.9482 -0.9960 1.5072
H: -2.5312 2.2736 2.8169
C: -0.8659 -2.9590 -1.0024
C: -1.7699 -2.2991 -0.1761
N: 2.9438 0.5036 -0.4208
H: -1.2343 -3.5742 -1.8099
H: -4.6409 1.3081 1.3915
O: -1.4605 1.9410 1.0854
H: 1.5803 3.0136 -2.2568
N: 0.4382 1.9630 -0.8527
H: 2.9439 -0.3161 -1.0108
H: 1.1957 -3.3637 -1.4341

Properties
2S+1 ... 1
Energy relative to the best compared isomer or geometry (same formula, charge and spin) ... 23.7 kcal/mol
SMILES ... Cc1ccc(OCC(=O)NCCNC(=O)c2ccco2)cc1
HOMO-LUMO gap ... 0.336 hartree